The following is a quantum chemistry calculation of the ion C4H3N2O4S with charge -1 at a distorted geometry, from OMol25.

Calculated values
- gap between HOMO and LUMO (alpha / beta) (eV) = 8.7 / 8.7
- net charge = -1
- SMILES string = O=C(c1ncc[nH]1)S(=O)(=O)[O-]
- E (a.u.) = -962.90431
- HOMO (alpha / beta) (eV) = -5.9 / -5.9
- largest force on an atom (eV/A) = 9.508
- energy relative to the best compared isomer or geometry (same formula, charge and spin) (eV) = 1.047

Atoms and positions in Å:
S1 -2.4819 -1.4608 2.2679
O1 -3.9188 0.3097 0.2746
O2 -3.7281 -2.1351 2.6025
O3 -1.9590 -0.5797 3.3667
O4 -1.3198 -2.2658 1.8689
N1 -1.2322 1.3988 -0.2790
N2 -0.3425 0.1875 1.3413
C1 0.7129 0.8942 0.8129
C2 -1.4293 0.4381 0.5920
C3 0.0951 1.6836 -0.1433
C4 -2.7308 -0.0974 0.9562
H1 1.7368 1.0405 1.1757
H2 -0.5296 -0.4397 2.1975
H3 0.5274 2.3469 -0.8789